<i>
DFT (ωB97M-V/def2-TZVPD) results for a 2-piece molecular cluster, C7H14 overall.

Last column: natural (NBO) charge in e.
CARTESIAN COORDINATES (ANGSTROEM)
C: 1.98824 -0.82143 0.75057  -0.670
C: 0.82154 -0.73623 -0.16741  -0.158
C: 0.03561 0.44040 -0.17321  -0.169
C: 0.46161 1.70805 0.29948  -0.424
C: -1.13797 0.46698 -1.22407  -0.375
C: -1.56394 0.20478 0.12654  -0.115
C: -2.05509 -1.13327 0.61161  -0.617
H: 2.46532 -1.80539 0.72752  0.219
H: 2.75723 -0.06553 0.52579  0.215
H: 1.66985 -0.60998 1.79032  0.209
H: 1.98250 0.57731 -1.64156  -0.013
H: 0.44514 -1.63546 -0.64380  0.191
H: 1.37667 1.81564 0.86985  0.198
H: -0.21816 2.55399 0.27938  0.185
H: 1.91624 1.31362 -1.44233  -0.005
H: -1.30033 1.44363 -1.66612  0.230
H: -1.10280 -0.36403 -1.92261  0.223
H: -1.95124 1.04831 0.68789  0.223
H: -1.73421 -1.32400 1.63957  0.220
H: -1.70416 -1.95210 -0.01963  0.213
H: -3.15204 -1.12528 0.59219  0.219

Computed properties:
HOMO-LUMO gap (spin up / spin down) = 7.4 / 7.6 eV
LUMO energy (spin up / spin down) = 0.57 / 0.70 eV
2S+1 = 1

---

<ii>
DFT (ωB97M-V/def2-TZVPD) results for a single C7H14 molecule.

Last column: natural (NBO) charge in e.
CARTESIAN COORDINATES (ANGSTROEM)
C: -2.97569 -0.59103 -0.74937  -0.598
C: -1.63285 0.11164 -0.53280  -0.391
C: -0.44096 -0.83966 -0.50785  -0.441
C: 0.88262 -0.12324 -0.35539  0.051
C: 1.94230 -0.56494 -1.05629  -0.427
C: 1.00941 0.56437 0.98722  -0.437
C: 2.26412 1.29722 1.46731  -0.606
H: -2.95392 -1.23525 -1.63565  0.196
H: -3.19142 -1.27239 0.07832  0.200
H: -3.81775 0.09369 -0.83270  0.211
H: -1.81412 0.55414 0.45279  0.195
H: -1.48244 0.92676 -1.24092  0.202
H: -0.47133 -1.44772 -1.41274  0.208
H: -0.58624 -1.49278 0.36247  0.199
H: 1.88873 -1.58666 -1.41194  0.198
H: 2.77018 0.09823 -1.26428  0.202
H: 0.15408 1.24403 1.07072  0.203
H: 0.81756 -0.22061 1.72718  0.209
H: 2.21594 1.34353 2.55466  0.210
H: 2.22422 2.32696 1.11410  0.206
H: 3.19759 0.81372 1.18514  0.211

Computed properties:
HOMO-LUMO gap = 9.6 eV
SMILES string = C=C(CC)CCC
LUMO energy = 0.96 eV
2S+1 = 1

---

<iii>
DFT (ωB97M-V/def2-TZVPD) results for a single C7H14 molecule.

Last column: natural (NBO) charge in e.
CARTESIAN COORDINATES (ANGSTROEM)
C: 1.93355 -0.66030 0.94274  -0.608
C: 1.07021 -0.61617 -0.32236  -0.419
C: 0.05517 0.48578 -0.37851  0.028
C: 0.58114 1.91686 -0.25418  -0.631
C: -1.13757 0.40634 -1.23063  -0.432
C: -1.57754 0.20554 0.18637  -0.323
C: -1.99421 -1.20917 0.53529  -0.637
H: 2.61794 -1.51462 0.90052  0.215
H: 2.54354 0.24202 1.06009  0.204
H: 1.32133 -0.76965 1.84635  0.206
H: 1.71042 -0.49814 -1.20441  0.208
H: 0.55002 -1.57228 -0.43510  0.211
H: 1.05547 2.15946 -1.21716  0.220
H: 1.32804 2.07773 0.53120  0.211
H: -0.22978 2.64099 -0.10591  0.229
H: -1.42461 1.29085 -1.79321  0.206
H: -1.16189 -0.50657 -1.83028  0.215
H: -0.83858 0.66569 0.89602  0.281
H: -1.92078 -1.39550 1.61003  0.212
H: -1.43193 -1.98930 -0.00057  0.183
H: -3.04996 -1.35957 0.26371  0.222

Computed properties:
HOMO-LUMO gap = 8.7 eV
SMILES string = CC[C@@]1(C)C[C@H]1C
LUMO energy = 1.05 eV
2S+1 = 1

---

<iv>
DFT (ωB97M-V/def2-TZVPD) results for a single C7H14 molecule.

Last column: natural (NBO) charge in e.
CARTESIAN COORDINATES (ANGSTROEM)
C: -2.34872 -0.56563 0.03569  -0.618
C: -1.05684 -0.24991 -0.71259  -0.205
C: -0.42833 1.15581 -0.60266  -0.401
C: 0.96082 0.49514 -0.71777  -0.205
C: 2.13380 1.09672 0.03684  -0.613
C: 0.31236 -0.84080 -0.25362  -0.204
C: 0.42321 -1.10154 1.24359  -0.624
H: -2.16197 -0.84684 1.07790  0.207
H: -3.01232 0.30721 0.04642  0.211
H: -2.89811 -1.38909 -0.43437  0.210
H: -1.18662 -0.47769 -1.77823  0.199
H: -0.70992 1.90323 -1.35250  0.204
H: -0.58026 1.58882 0.39477  0.193
H: 1.22284 0.39911 -1.77945  0.198
H: 1.89701 1.24761 1.09636  0.203
H: 3.02262 0.45709 -0.02225  0.208
H: 2.39860 2.07371 -0.38437  0.212
H: 0.64547 -1.73230 -0.79934  0.197
H: -0.16793 -1.97686 1.53642  0.212
H: 0.07038 -0.25048 1.83931  0.202
H: 1.46392 -1.29331 1.52985  0.214

Computed properties:
HOMO-LUMO gap = 11.4 eV
SMILES string = C[C@@H]1[C@H](C)C[C@@H]1C
LUMO energy = 1.14 eV
2S+1 = 1

---

Q: Which of them is the least stable? A: <i>.

---

<i>
DFT (ωB97M-V/def2-TZVPD) results for a 2-piece molecular cluster, C4H10O3 overall.

Last column: natural (NBO) charge in e.
CARTESIAN COORDINATES (ANGSTROEM)
O: -3.14955 -0.90306 -1.43218  -0.502
C: -2.56021 -0.10649 -0.76271  0.439
C: -1.51970 -0.47411 0.26752  -0.557
C: -0.11336 0.20625 0.14890  0.100
C: 0.72026 -0.50213 1.18796  -0.633
O: 0.40533 0.14835 -1.07650  -0.719
H: -2.75386 0.93807 -0.73322  0.101
H: -1.59702 -1.65803 0.07091  0.217
H: -1.82244 -0.47807 1.39658  0.254
H: -0.35502 1.21856 0.35962  0.174
H: 0.77258 -0.21420 2.16024  0.221
H: 1.83145 -0.31625 0.94360  0.202
H: 0.58358 -1.57520 1.17219  0.212
H: 0.05335 -0.57785 -1.66261  0.488
H: 3.28251 1.29335 0.07069  0.458
H: 2.82261 1.31591 -1.40362  0.485
O: 3.39948 1.68488 -0.70737  -0.942

Computed properties:
HOMO-LUMO gap = 10.8 eV
SMILES string = C[C@@H](O)CC=O.O
LUMO energy = 0.63 eV
2S+1 = 1

---

<ii>
DFT (ωB97M-V/def2-TZVPD) results for a 2-piece molecular cluster, C4H10O3 overall.

Last column: natural (NBO) charge in e.
CARTESIAN COORDINATES (ANGSTROEM)
O: -2.72799 -0.77241 2.24243  -0.511
C: -2.16911 -0.93484 1.18617  0.445
C: -0.67698 -0.86172 0.98834  -0.506
C: -0.33883 0.45741 0.30383  -0.423
C: 1.16070 0.63775 0.12583  -0.060
O: 1.52745 1.64620 -0.80549  -0.726
H: -2.77541 -1.12021 0.28185  0.107
H: -0.08025 -0.88284 1.87546  0.228
H: -0.43571 -1.73700 0.38714  0.224
H: -0.83410 0.64932 -0.65661  0.197
H: -0.69099 1.31493 0.88709  0.212
H: 1.76654 -0.26179 -0.02221  0.186
H: 1.58595 0.94624 1.09388  0.160
H: 0.75130 2.06930 -1.13455  0.466
H: 1.50694 -0.21794 -3.40113  0.459
H: 2.56182 0.38219 -2.58867  0.478
O: 2.28436 -0.49500 -2.89813  -0.937

Computed properties:
HOMO-LUMO gap = 10.6 eV
SMILES string = O=CCCCO.O
LUMO energy = 0.55 eV
2S+1 = 1

---

Q: Which of them is the least stable? A: <i>.

---

<i>
DFT (ωB97M-V/def2-TZVPD) results for a 5-piece molecular cluster, H9O4S overall.

Last column: natural (NBO) charge in e.
CARTESIAN COORDINATES (ANGSTROEM)
S: -1.32269 -1.19537 1.71802  -1.035
H: -1.27959 -2.21254 2.59738  0.117
H: -0.96394 -2.30417 -0.30024  0.510
H: -1.84723 -2.72044 -1.46879  0.460
O: -0.93391 -2.78862 -1.16679  -1.014
H: -0.28577 0.60063 1.02413  0.505
H: 0.84697 1.39208 1.27164  0.456
O: 0.04209 1.49464 0.77769  -0.994
H: 0.71606 -0.59552 -2.46854  0.471
H: 0.69902 -1.97180 -2.77660  0.485
O: 0.86251 -1.14611 -3.24874  -0.958
H: 1.63843 3.94431 0.75581  0.463
H: 0.51942 3.47147 1.61967  0.493
O: 1.30864 4.03144 1.66537  -0.960

Computed properties:
HOMO-LUMO gap = 7.5 eV
LUMO energy = 3.61 eV
total charge = -1
2S+1 = 1

---

<ii>
DFT (ωB97M-V/def2-TZVPD) results for a 5-piece molecular cluster, H9O4S overall.

Last column: natural (NBO) charge in e.
CARTESIAN COORDINATES (ANGSTROEM)
S: -0.28173 -0.93067 1.80092  -1.052
H: 0.54293 -0.28551 2.54752  0.086
H: 4.45972 -3.89774 -0.52171  0.468
H: 3.56166 -4.55629 -1.54414  0.473
O: 4.40254 -4.62662 -1.04876  -0.941
H: -4.30615 2.86112 1.19317  0.459
H: -3.87310 1.82693 0.12583  0.506
O: -4.43949 2.67089 0.21649  -0.976
H: -1.49122 0.95896 0.19974  0.517
H: -1.37729 2.34576 -0.56338  0.475
O: -1.97502 1.70507 -0.17001  -0.998
H: 1.39940 0.19440 -0.12719  0.504
H: 1.44684 0.89140 -1.48505  0.452
O: 1.93091 0.84231 -0.62342  -0.973

Computed properties:
HOMO-LUMO gap = 6.7 eV
LUMO energy = 3.27 eV
total charge = -1
2S+1 = 1

---

Q: Which of them is the least stable? A: <ii>.

---

<i>
DFT (ωB97M-V/def2-TZVPD) results for a 2-piece molecular cluster, C5H14N2 overall.

Last column: natural (NBO) charge in e.
CARTESIAN COORDINATES (ANGSTROEM)
C: 1.88596 2.65186 0.52110  -0.859
N: 1.53993 -0.85148 0.17184  -0.716
C: -1.26257 -1.15842 1.56390  -0.600
C: -0.66947 0.01903 0.79877  -0.496
C: 0.30867 -0.57610 -0.20464  0.371
C: -0.11435 -0.67860 -1.67448  -0.312
N: -1.45604 -1.06364 -2.04815  -0.852
H: 1.96487 1.57171 0.55471  0.227
H: 1.20861 2.92997 1.32896  0.205
H: 1.49434 3.01290 -0.42364  0.209
H: 2.83913 3.10316 0.78513  0.217
H: -2.14936 -0.84969 2.11624  0.217
H: -1.63940 -1.91497 0.87340  0.202
H: -0.51112 -1.63975 2.18582  0.224
H: -0.08834 0.76153 1.34220  0.244
H: -1.47202 0.50736 0.23728  0.191
H: 1.15319 -1.79454 -0.17327  0.370
H: 0.52357 -1.48850 -2.04371  0.207
H: 0.22369 0.25340 -2.13321  0.217
H: -1.55421 -2.02842 -2.30757  0.370
H: -2.22507 -0.76680 -1.47070  0.365

Computed properties:
HOMO-LUMO gap = 9.1 eV
SMILES string = [H]/N=C(/CC)CN.C
LUMO energy = 0.74 eV
2S+1 = 1

---

<ii>
DFT (ωB97M-V/def2-TZVPD) results for a single C5H14N2 molecule.

Last column: natural (NBO) charge in e.
CARTESIAN COORDINATES (ANGSTROEM)
N: 1.46437 0.45067 -0.43791  -0.834
C: 0.18427 -0.27688 -0.46513  -0.083
C: -0.41176 -0.37945 0.93415  -0.402
C: -0.28326 0.82455 1.87927  -0.392
C: -0.80614 2.12124 1.25771  -0.613
C: 0.14802 -1.64753 -1.11278  -0.244
N: 0.12361 -1.77728 -2.62308  -0.808
H: 2.18231 -0.16079 -0.06714  0.352
H: 1.71551 0.68617 -1.39485  0.356
H: -0.47392 0.32420 -1.10613  0.178
H: -1.40930 -0.84166 0.92821  0.208
H: 0.09690 -1.20239 1.47131  0.194
H: 0.78431 0.93438 2.06236  0.206
H: -0.82076 0.56151 2.78353  0.204
H: -0.43968 2.38013 0.26151  0.212
H: -1.89504 2.10748 1.15583  0.196
H: -0.53930 2.92046 1.94867  0.207
H: 0.82760 -2.41474 -0.72712  0.192
H: -0.82880 -2.11909 -0.93510  0.193
H: -0.62118 -1.16034 -2.92193  0.342
H: 1.00224 -1.33063 -2.89138  0.335

Computed properties:
HOMO-LUMO gap = 10.3 eV
SMILES string = CCC[C@@H](N)CN
LUMO energy = 1.00 eV
2S+1 = 1

---

<iii>
DFT (ωB97M-V/def2-TZVPD) results for a single C5H14N2 molecule.

Last column: natural (NBO) charge in e.
CARTESIAN COORDINATES (ANGSTROEM)
C: 0.86271 -2.17424 0.56194  -0.632
C: 1.77050 -1.02580 0.23348  -0.399
C: 1.36146 -0.14272 -0.94226  -0.398
C: -0.15025 0.17013 -1.02540  -0.234
N: -0.45922 1.48221 -0.49439  -0.655
C: -1.74566 1.68997 0.06243  -0.038
N: -1.86979 0.89385 1.30712  -0.847
H: 1.21926 -2.80630 1.37852  0.216
H: 0.62053 -2.75784 -0.32305  0.203
H: -0.02912 -1.84512 1.09882  0.219
H: 2.80637 -1.33932 0.06614  0.202
H: 1.83956 -0.36820 1.10538  0.197
H: 1.89637 0.79379 -0.77203  0.206
H: 1.65433 -0.52139 -1.92075  0.197
H: -0.58553 -0.64840 -0.46254  0.219
H: -0.56772 0.09774 -2.03241  0.164
H: -0.06854 2.22826 -1.04363  0.372
H: -2.00658 2.73685 0.19666  0.166
H: -2.55730 1.27313 -0.56828  0.134
H: -2.82074 0.98276 1.63907  0.355
H: -1.17061 1.28063 1.93517  0.355

Computed properties:
HOMO-LUMO gap = 9.7 eV
SMILES string = CCCCNCN
LUMO energy = 1.18 eV
2S+1 = 1

---

Q: Which of them is the least stable? A: <i>.